Record 1
One molecule with the formula C5H6F3O4PS in a non-equilibrium geometry, computed with ωB97M-V/def2-TZVPD.

The geometry in XYZ format:
```
20
Properties=species:S:1:pos:R:3:forces:R:3:lowdin_charge:R:1
C -1.06288 0.20822 1.22997 -0.347 -1.947 0.948 0.146
C 0.08105 0.25095 0.56284 -1.657 -1.979 0.831 -0.293
C 0.74227 -1.01289 0.17075 0.176 -1.979 -0.535 -0.333
C 0.57918 1.44218 -0.00885 0.795 4.185 -2.302 -0.067
C 2.50796 -2.72777 -2.42446 -1.261 -0.458 0.603 -0.702
O 0.25270 -2.15284 0.46669 0.283 2.725 -1.078 -0.193
O 4.04483 -0.76193 -1.72721 1.715 2.799 -2.053 -0.361
O 1.85521 -0.79771 -0.58290 -1.682 -0.502 0.968 -0.223
O 2.49445 -3.36155 0.79972 0.452 -0.102 -0.239 -0.633
F 3.23159 -3.84527 -2.43304 -0.153 -0.006 -0.006 0.127
F 1.18742 -3.03295 -2.31086 0.925 0.074 0.445 0.107
F 2.64038 -2.11231 -3.56857 0.406 0.527 -0.567 0.157
P 1.09752 -3.59501 1.27954 0.290 -1.211 0.896 0.742
S 3.28236 -1.67632 -1.00425 -1.178 -3.190 2.036 1.104
H -1.54534 1.03997 1.63894 -0.425 1.729 -0.055 0.071
H -1.60834 -0.67482 1.54508 0.596 -0.455 -0.244 0.090
H -0.23162 2.13025 -0.49060 1.144 -1.681 0.531 0.130
H 1.25056 1.00948 -0.78456 -0.147 1.916 0.274 0.091
H 1.05385 2.22570 0.64475 0.197 -1.308 -0.332 0.113
H 0.58860 -4.70657 0.42914 -0.128 0.863 -0.120 -0.072
```
Positions in Å, forces in eV/Å.

As for the highest occupied orbital energy (alpha / beta): -8.14 / -8.14 eV. The calculation puts the frontier orbital gap (alpha / beta) at 6.851 / 6.851 eV. The calculation puts the maximum force at 4.842 eV/A. For the total energy, the calculation gives -1534.1079 Ha.

***

Record 2
One molecule with the formula C5H6FN in a non-equilibrium geometry, computed with ωB97M-V/def2-TZVPD.

The geometry in XYZ format:
```
13
Properties=species:S:1:pos:R:3:forces:R:3:lowdin_charge:R:1
C -1.42784 -0.70570 0.28438 -1.635 0.872 -1.715 -0.226
C -0.08940 -0.10096 -0.01020 0.374 3.919 0.235 -0.305
C 0.29475 1.20941 0.09964 0.077 -0.598 -0.146 -0.034
C 0.93522 -0.96537 -0.32439 7.703 -5.018 2.559 -0.094
C 2.02298 -1.59325 -0.00722 -5.806 2.115 -1.581 0.164
H -2.75343 0.92188 0.42687 -0.137 -1.429 -0.781 0.062
H -2.80953 0.40889 -1.18071 1.228 -1.685 3.013 0.132
H -1.46607 -1.17479 1.29351 -0.292 0.773 -0.603 0.139
H -1.52119 -1.47227 -0.42779 0.424 -1.792 -0.501 0.085
H -0.40867 2.04283 0.22084 0.644 -0.266 0.178 0.116
H 2.59120 -2.44503 0.36004 0.032 0.710 -0.586 0.033
N -2.68985 0.02162 -0.13115 -0.078 3.161 0.004 -0.048
F 1.64248 1.61137 -0.00310 -2.535 -0.762 -0.075 -0.024
```
Positions in Å, forces in eV/Å.

The energy relative to the best compared isomer or geometry (same formula, charge and spin) is 97.1 kcal per mole. As for the highest occupied orbital energy: -8.81 eV. The calculation puts the frontier orbital gap at 9.190 eV. The calculation puts the maximum force at 9.543 eV/A. As for the SMILES: C#C/C(=C\F)CN. For the total energy, the calculation gives -348.5775 Ha.